Record 1
The following is a DFT calculation (wB97M-V/def2-TZVPD) of an isolated ion of composition C12H18N2 and charge +2.

Properties
Total charge ... +2
Kohn-Sham gap ... 7.37 eV
SMILES string ... CC1=[N+](C)c2cc(C)ccc2[N+]1(C)C
LUMO ... -9.19 eV

Geometry as XYZ:
```
32
Properties=species:S:1:pos:R:3:forces:R:3:mulliken_charge:R:1
C 3.11173 0.17383 0.69997 -0.565 1.787 1.672 -1.4071
C 1.71400 -0.05503 0.52819 -4.348 1.782 3.463 0.6953
N 0.62887 0.34237 1.35027 3.811 -2.620 -4.767 0.1930
C 0.62233 0.95146 2.61678 0.634 0.419 1.409 -0.8061
C -0.57217 0.09408 0.63884 1.178 -0.201 -2.842 0.5304
C -1.80999 0.59131 0.80973 -2.072 1.323 1.811 -0.8976
C -2.74654 0.61826 -0.25807 1.302 -0.800 1.038 0.3104
C -4.09846 1.13815 0.04113 1.054 2.689 1.512 -1.4434
C -2.36362 0.09137 -1.50884 -2.013 0.801 0.346 -0.9167
C -1.11448 -0.43183 -1.69521 1.649 -0.919 -0.759 -0.6704
C -0.23290 -0.39723 -0.65341 -1.199 0.892 2.267 0.7739
N 1.18220 -0.70762 -0.63305 -0.797 0.906 -1.836 0.2739
C 1.79987 -0.28660 -1.91787 -0.742 0.274 -1.116 -0.8579
C 1.29524 -2.17221 -0.49107 2.673 -0.399 1.637 -0.8076
H 3.51031 -0.54005 1.32172 0.875 -2.381 1.849 0.4687
H 3.31230 1.05284 1.35774 -0.134 -0.059 -1.064 0.3687
H 3.69288 0.04605 -0.15532 0.807 0.579 -1.596 0.3460
H 0.66552 0.23744 3.42294 -0.022 -0.557 0.176 0.3795
H -0.28752 1.48114 2.69185 -0.936 0.653 0.227 0.2904
H 1.42129 1.64778 2.78032 0.611 0.337 -0.263 0.3728
H -2.13030 1.04325 1.80128 0.399 -0.645 -1.399 0.2268
H -4.74793 0.53618 -0.46731 -2.271 -0.929 -1.492 0.4471
H -4.41474 1.19643 1.10341 0.656 -0.680 -0.429 0.3846
H -4.13540 2.23040 -0.20168 -0.272 -0.909 -0.579 0.3268
H -3.09684 0.12819 -2.33800 0.609 -0.131 0.556 0.4549
H -0.75921 -0.86678 -2.63747 -0.652 0.317 0.182 0.4247
H 1.18216 -0.68232 -2.71969 0.564 -1.132 0.110 0.3818
H 1.66846 0.73530 -2.22530 0.347 1.030 1.126 0.3698
H 2.80032 -0.61181 -1.86614 1.087 -0.332 -0.708 0.5043
H 0.93549 -2.71029 -1.28247 -0.965 -0.623 -2.728 0.4366
H 2.36700 -2.48487 -0.37692 -1.041 0.334 0.448 0.3501
H 0.60015 -2.38921 0.26366 -0.225 -0.807 1.750 0.4963
```
Forces are in eV/Å.


Record 2
The following is a DFT calculation (wB97M-V/def2-TZVPD) of C28H32BF3N9OTi as an isolated structure.

Properties
2S+1 ... 3
Total charge ... -1
<S²> ... 2.023
Kohn-Sham gap (spin up / spin down) ... 4.12 / 7.51 eV
LUMO (spin up / spin down) ... 2.40 / 2.40 eV

Geometry as XYZ:
```
75
Properties=species:S:1:pos:R:3:forces:R:3:mulliken_charge:R:1
Ti 0.69790 0.81422 0.18503 -0.064 0.005 -0.564 0.0066
O 4.79324 1.89962 0.49170 -0.025 -0.011 0.042 -0.9013
C 3.69577 1.41896 0.15000 0.081 0.016 -0.155 -0.2169
N 2.51676 1.57002 0.80225 -0.048 0.012 0.149 0.1336
C 2.59772 2.22024 2.08293 -0.001 0.014 0.094 -1.7153
C 1.71477 1.46725 3.03387 0.049 -0.039 -0.054 0.8034
C 1.82043 1.57055 4.41762 0.018 0.084 0.040 -0.9994
C 1.02178 0.78206 5.21994 -0.022 -0.017 -0.042 -0.4636
C 0.13503 -0.10374 4.61908 -0.030 -0.038 0.092 -1.1160
C 0.07055 -0.13583 3.24227 -0.026 -0.019 -0.035 -0.4082
N 0.83072 0.64066 2.46416 -0.003 -0.017 0.062 1.1636
C 3.51725 0.55238 -1.01005 0.075 -0.032 -0.015 0.3135
C 4.56147 0.19195 -1.85484 -0.022 -0.007 0.008 -0.6170
C 4.34675 -0.70691 -2.87549 0.026 -0.008 -0.025 -0.7955
C 3.04014 -1.24912 -3.01164 -0.021 0.034 0.049 -0.9262
C 2.05235 -0.84457 -2.15888 0.049 -0.069 -0.077 -0.5712
N 2.23647 0.06120 -1.16141 -0.287 0.173 0.196 1.6009
H 3.62794 2.22543 2.45327 0.004 -0.011 -0.017 0.6664
H 2.26497 3.26463 2.04655 0.003 -0.003 -0.013 0.2464
H 2.54158 2.25630 4.84328 -0.001 0.006 -0.016 0.5204
H 1.09576 0.84237 6.29865 0.002 -0.005 0.006 0.4001
H -0.49856 -0.75332 5.20750 -0.005 -0.003 -0.017 0.4683
H -0.61593 -0.78983 2.71981 -0.003 -0.005 0.019 0.2783
H 5.52921 0.63746 -1.66284 -0.001 0.003 0.006 0.5190
H 5.14515 -1.00004 -3.54494 -0.001 0.002 -0.001 0.3711
H 2.80933 -1.97548 -3.78030 -0.006 -0.003 -0.002 0.4719
H 1.05176 -1.24955 -2.25637 0.001 0.002 0.002 0.2219
C 0.83956 2.30612 -3.21206 -0.001 0.021 0.025 -1.5575
C -0.19430 1.25273 -3.01068 -0.051 -0.031 -0.044 0.5886
C -1.01392 0.66989 -3.99142 0.019 0.003 -0.007 -1.7044
C -1.77914 -0.26371 -3.32696 0.036 0.032 -0.025 1.2614
C -2.82052 -1.18601 -3.87029 0.005 0.001 0.040 -1.4101
N -1.42373 -0.22534 -2.02795 -0.080 -0.034 0.015 -0.0051
N -0.45764 0.70760 -1.82924 0.072 -0.002 0.166 1.4920
B -1.98441 -1.04880 -0.85897 0.012 0.031 -0.027 -2.4002
N -2.50707 -0.10914 0.23547 -0.095 -0.042 0.027 0.2305
N -1.68461 0.73866 0.90958 0.119 0.022 0.006 1.3748
C -2.44525 1.36700 1.80379 -0.097 -0.016 -0.036 0.5637
C -1.97087 2.40905 2.76167 -0.004 -0.001 -0.023 -1.4431
C -3.77362 0.92022 1.70196 0.050 0.013 0.043 -1.6328
C -3.76925 -0.01688 0.69428 0.005 0.052 -0.013 1.0106
C -4.91044 -0.81293 0.15179 0.032 -0.010 -0.018 -1.4621
N -0.88680 -1.95269 -0.26349 -0.093 -0.128 0.029 0.2455
N 0.22497 -1.40487 0.27113 0.201 0.115 -0.014 2.1291
C 1.01980 -2.39822 0.65133 -0.073 -0.050 0.065 0.2757
C 2.37218 -2.14779 1.23192 -0.027 0.026 0.040 -1.1592
C 0.38704 -3.62446 0.38672 0.082 -0.001 -0.032 -1.7195
C -0.81717 -3.29668 -0.20312 0.028 0.026 0.007 1.0741
C -1.89190 -4.19717 -0.71556 -0.013 0.032 -0.001 -1.3880
H 1.17865 2.29637 -4.24822 0.000 -0.017 -0.004 0.3650
H 1.69427 2.14230 -2.55802 0.001 0.015 -0.005 0.1630
H 0.43654 3.29234 -2.98270 0.009 -0.003 0.002 0.2821
H -1.03193 0.89579 -5.04505 0.002 0.002 0.004 0.4701
H -2.92194 -1.02521 -4.94261 0.008 0.008 -0.004 0.3987
H -3.79137 -1.01390 -3.40318 -0.007 -0.010 -0.007 0.1926
H -2.55636 -2.23168 -3.70432 -0.011 -0.004 -0.002 0.1956
H -2.87885 -1.73935 -1.25346 -0.004 -0.003 -0.008 -0.1240
H -0.90052 2.36821 2.91956 0.026 0.014 0.013 0.1259
H -2.48121 2.28320 3.71879 0.000 -0.008 -0.009 0.3912
H -2.19665 3.40404 2.37739 0.013 0.006 -0.005 0.2674
H -4.61882 1.24925 2.28429 0.003 -0.004 0.006 0.4839
H -5.82597 -0.52694 0.66785 0.001 0.003 0.008 0.3636
H -4.75679 -1.88426 0.29010 -0.008 -0.001 -0.008 0.2097
H -5.04783 -0.63587 -0.91563 -0.007 -0.007 0.000 0.2279
H 2.59109 -1.08017 1.24299 0.019 -0.028 0.012 -0.0732
H 3.13912 -2.64007 0.63189 -0.003 0.008 -0.013 0.2930
H 2.43808 -2.53352 2.25186 0.002 -0.004 0.004 0.3092
H 0.76760 -4.61479 0.57631 0.004 0.002 -0.003 0.4624
H -1.60601 -5.23480 -0.54960 0.007 -0.001 0.004 0.3981
H -2.05674 -4.05269 -1.78417 -0.007 -0.004 0.000 0.1907
H -2.84101 -4.01477 -0.20958 -0.007 -0.007 -0.008 0.2061
F -1.09569 3.38923 -0.49304 0.041 -0.011 0.036 -0.2886
C 0.13071 3.05073 0.05993 0.108 -0.093 -0.006 0.3245
F 1.01778 3.82824 -0.66741 -0.046 -0.026 0.048 -0.3306
F 0.10062 3.73477 1.28501 -0.011 0.047 -0.012 -0.3233
```
Forces are in eV/Å.


Record 3
The following is a DFT calculation (wB97M-V/def2-TZVPD) of C31H54HgN5O3Ti2 as an isolated structure.

Properties
2S+1 ... 7
Total charge ... +3
<S²> ... 12.014
Kohn-Sham gap (spin up / spin down) ... 4.35 / 3.78 eV
LUMO (spin up / spin down) ... -9.00 / -10.11 eV

Geometry as XYZ:
```
96
Properties=species:S:1:pos:R:3:forces:R:3:mulliken_charge:R:1
Ti 3.04952 3.62395 1.23621 -0.548 -0.472 -1.057 0.6414
Ti 4.85946 -1.17625 -2.30322 -1.883 1.356 -0.487 1.1879
Hg 3.78205 0.26228 0.74373 0.211 0.325 0.222 0.5943
C -3.67136 -1.81826 -2.25249 0.194 0.598 -0.552 -1.5458
C -2.38756 -1.33687 -1.55612 -0.501 0.122 -0.198 -0.2058
C -2.03994 -2.13140 -0.28711 0.705 0.017 -0.620 0.7019
C -3.18557 -2.26949 0.70132 -0.408 0.005 -0.016 -1.5759
N -2.71048 -2.46302 2.13183 0.215 0.726 -0.453 0.8883
C -3.87395 -2.66516 3.08345 -0.750 0.049 0.699 -0.5024
C -3.84500 -1.53096 4.10433 0.417 -0.218 0.117 -0.8454
C -2.37655 -1.08813 4.08303 -0.749 0.167 -0.253 -0.4923
C -2.08194 -1.14323 2.58777 0.282 0.369 1.086 -0.5147
C -1.71161 -3.58403 2.32791 -0.076 -0.129 0.247 -1.0774
C -2.16124 -4.90927 1.73779 -1.134 0.263 0.086 -0.0994
C -1.15294 -5.98471 2.04498 0.762 -0.670 -0.771 -1.4664
H -4.57923 -1.60486 -1.68865 0.053 -0.324 0.223 0.3653
H -3.61512 -2.85997 -2.56881 -0.057 -0.154 0.414 0.3376
H -3.82307 -1.28127 -3.19177 0.150 0.149 0.062 0.4679
H -2.43558 -0.26702 -1.32608 -0.456 -0.024 0.284 0.2446
H -1.57569 -1.33857 -2.28829 0.194 -0.563 0.159 -0.0093
H -1.13620 -1.67745 0.13182 -0.245 0.158 0.404 -0.4176
H -1.69531 -3.13125 -0.56689 -0.188 -0.064 -0.100 0.2683
H -3.87783 -3.05141 0.38461 0.409 -0.492 0.344 0.5662
H -3.87280 -1.42064 0.73051 0.460 0.387 0.066 0.6714
H -3.73739 -3.57743 3.65865 0.130 -0.270 -0.512 0.3794
H -4.82359 -2.71632 2.55623 0.176 -0.107 -0.261 0.3586
H -4.12940 -1.92439 5.07800 -0.160 0.161 0.004 0.3885
H -4.51214 -0.71106 3.84298 0.043 0.021 -0.033 0.3048
H -1.73643 -1.77457 4.63481 0.023 0.115 0.135 0.3825
H -2.31607 -0.08097 4.49140 0.469 -0.014 -0.055 0.3386
H -1.01539 -1.06423 2.38677 -0.040 -0.464 -0.300 -0.0196
H -2.57088 -0.29244 2.11450 -0.221 -0.285 -0.281 0.2914
H -1.59766 -3.67992 3.40792 -0.058 -0.008 0.010 0.6800
H -0.72883 -3.26724 1.97687 -0.161 0.047 -0.409 0.3563
H -2.36048 -4.77933 0.67076 0.487 -0.248 -0.088 0.1707
H -3.15844 -5.17314 2.10696 0.128 0.042 0.362 0.4588
H -0.88620 -6.11329 3.09365 0.019 0.502 0.047 0.3439
H -0.27238 -5.76515 1.43187 0.307 -0.057 0.460 0.3378
H -1.42167 -6.99574 1.73502 -0.516 0.213 -0.172 0.3950
O 1.82252 1.47594 0.91280 1.134 -0.360 -0.349 -0.5834
C 0.98369 0.75291 0.04292 -0.784 -0.061 0.598 1.6181
C 1.53560 0.08020 -1.25198 1.000 1.080 -0.701 0.7353
O 2.84877 -0.48833 -1.22713 0.764 -0.668 -0.253 -0.8572
H 0.20356 1.45004 -0.26055 0.000 0.013 -0.627 -0.7733
H 0.36593 0.01571 0.57724 0.534 -0.293 0.416 -0.2746
H 1.57549 0.89708 -1.98297 -0.132 -0.137 -0.289 -0.0550
H 0.82823 -0.66905 -1.61289 -0.216 0.050 0.172 -0.4596
N -1.23915 3.73508 -0.44756 -0.589 -0.177 -0.208 0.4613
C -2.33951 4.10845 -1.19988 0.740 -0.044 0.016 -0.3590
C -2.75443 5.29823 -0.68653 -1.224 0.379 0.442 -0.8388
C -2.00286 5.59610 0.46841 0.986 -0.424 0.417 -0.8146
C -1.06364 4.59570 0.60302 0.217 0.170 -0.295 -0.6235
H -0.72905 2.88819 -0.56597 -0.030 -0.232 0.000 -0.1383
H -2.70405 3.46225 -1.97985 -0.019 0.225 -0.161 0.4436
H -3.62628 5.89129 -0.91688 0.043 -0.219 -0.530 0.4038
H -2.15989 6.42762 1.13400 0.069 0.030 -0.023 0.4933
H -0.28682 4.32835 1.30605 -0.190 0.514 0.177 0.6020
N 2.19583 3.72114 -1.69987 -0.521 0.047 -0.206 0.1668
C 3.49352 3.28185 -1.73568 -0.414 0.332 0.786 0.2259
C 4.27152 4.32270 -1.23056 0.733 -1.211 -0.361 -0.7719
C 3.42293 5.38799 -0.93894 -1.378 0.950 0.412 -0.9298
C 2.11373 4.99396 -1.22575 0.916 -0.082 0.530 -0.3229
H 1.37054 3.22131 -1.98821 0.132 -0.170 -0.066 0.2826
H 3.70130 2.26263 -2.01250 0.172 0.052 -0.111 0.1288
H 5.34907 4.33541 -1.17078 -0.024 -0.042 0.021 0.4664
H 3.68101 6.40260 -0.67658 0.177 -0.111 0.192 0.4896
H 1.17978 5.51595 -1.09225 -0.062 -0.026 -0.218 0.4472
N 0.26853 2.12456 3.48944 -0.123 0.290 0.196 0.5034
C 0.77541 2.51998 4.70707 -0.238 -0.081 0.259 -0.6673
C -0.14525 3.36686 5.29482 1.079 -0.058 -0.165 -0.6008
C -1.18095 3.56276 4.36647 -0.855 -0.134 -0.045 -0.8383
C -0.93403 2.76050 3.29041 0.144 -0.500 -0.378 -0.6978
H 0.72512 1.55839 2.79270 0.129 0.002 0.099 0.0392
H 1.71073 2.12689 5.07083 -0.021 0.027 0.057 0.4945
H -0.05372 3.82585 6.26486 0.052 0.010 -0.019 0.4736
H -2.05451 4.18130 4.49628 0.002 -0.039 0.024 0.5100
H -1.51277 2.50502 2.41799 -0.099 0.330 -0.039 0.7686
N 5.77359 -0.92715 -4.89979 0.363 -1.722 0.475 0.0923
C 6.44833 0.10245 -4.30399 0.041 0.022 0.101 -0.8543
C 5.49551 1.02146 -3.91450 -0.067 0.775 0.510 -0.0698
C 4.24320 0.52788 -4.27991 -1.159 -2.005 0.038 0.1063
C 4.42138 -0.76916 -4.82027 -0.415 1.945 0.496 -1.0835
H 6.19455 -1.77198 -5.27080 0.216 0.202 -0.134 0.2360
H 7.52373 0.16889 -4.25981 0.012 -0.171 -0.125 0.4256
H 5.61497 2.00848 -3.49453 0.481 -0.084 0.014 0.5236
H 3.26618 0.97434 -4.18078 0.108 0.193 0.123 0.4863
H 3.65433 -1.43911 -5.17610 0.341 -0.232 -0.289 0.4735
C 0.32136 -3.24062 -3.75635 -0.304 -0.400 0.242 -0.9599
C 1.25600 -3.56880 -2.61155 0.157 1.091 -0.831 -0.0287
O 2.50404 -2.87568 -2.88331 1.141 0.083 0.145 -0.5927
H 0.68482 -3.56776 -4.72900 0.079 -0.211 0.112 0.3818
H 0.17370 -2.16093 -3.81783 -0.148 -0.010 0.081 0.1775
H -0.62524 -3.74146 -3.53576 -0.145 0.179 -0.324 0.3551
H 1.46308 -4.63100 -2.51716 -0.043 0.050 0.216 0.3677
H 0.84630 -3.09802 -1.71406 -0.016 -0.637 0.308 0.0446
H 2.48915 -2.07303 -2.35273 -0.425 0.276 0.257 0.4214
```
Forces are in eV/Å.


Largest force on an atom per entry: 6.641, 0.568, 2.371 eV/Å